No. 1
ORCA calculation (the ωB97M-V functional and the def2-TZVPD basis) on the molecule C8H13N3O2.

Calculated values
Kohn-Sham gap = 7.9 eV
LUMO = -0.684 eV

Element x y z (Å)
C (-2.7483, 0.7487, 0.8354)
C (-3.1630, -0.5998, 0.2297)
C (-5.7426, 0.4002, -0.2641)
C (-2.3055, -1.4585, -0.3024)
C (2.6936, 0.6151, -0.9747)
C (-0.0322, -0.7952, 1.5379)
C (1.3974, 1.1919, -0.5681)
C (0.1674, 0.2380, -0.6869)
N (-1.5131, 0.9282, 0.9535)
N (-4.4694, -0.8200, 0.0529)
N (-0.6680, -0.1064, 0.4215)
O (-5.5976, 1.3050, 0.5006)
O (-6.3804, -0.0980, -1.1357)
H (-3.5804, 1.3028, 1.2652)
H (-2.0379, -2.5365, -0.2686)
H (3.5890, 1.3320, -1.0039)
H (3.0536, -0.2287, -0.2907)
H (2.6785, 0.1413, -1.9129)
H (0.3066, -1.8531, 1.3433)
H (0.7367, -0.1781, 2.0817)
H (-0.7574, -0.9291, 2.4119)
H (1.2216, 2.1199, -1.0763)
H (1.3174, 1.4256, 0.4787)
H (-0.4606, 0.5772, -1.4624)
H (0.5330, -0.6693, -1.1678)
H (-4.7086, -1.6696, -0.3927)

Forces on the atoms, in the same order (eV/Å):
-0.210 -2.909 -0.371
-2.421 0.703 -0.439
0.182 -0.672 0.169
3.313 0.069 0.127
3.129 -0.760 1.834
-0.045 -0.630 2.984
-1.830 -0.102 1.391
1.575 0.062 -2.072
1.389 1.383 -0.117
0.482 1.233 1.234
-2.465 -2.325 0.834
0.056 0.598 0.128
-0.391 0.156 -0.291
0.500 0.556 -0.190
-0.109 1.238 0.244
-1.528 -0.681 0.123
-0.622 1.079 -0.562
-0.281 -0.403 -1.545
-0.066 1.437 -0.427
-0.158 -0.536 -1.087
0.392 0.202 -1.537
-0.342 0.409 -0.401
0.831 0.578 0.683
-1.105 0.766 -0.714
-0.034 -0.538 0.617
-0.244 -0.913 -0.614

***

No. 2
ORCA calculation (the ωB97M-V functional and the def2-TZVPD basis) on a structure of composition C11H19Br2F3NbO2Pt.

Calculated values
Kohn-Sham gap = 2.4 eV
LUMO = -8.471 eV
Net charge = +1

Element x y z (Å)
C (1.8406, -3.9367, 2.7836)
C (0.7954, -3.8221, 2.1500)
C (-0.3847, -3.5871, 1.2170)
Nb (0.4094, -2.1074, -0.3739)
C (0.0933, -0.3320, 0.9826)
C (1.5299, 0.3209, 1.3479)
C (1.6336, 0.7673, 2.8457)
F (1.8052, -0.3143, 3.7148)
Br (3.3020, 1.8611, 2.9854)
C (0.4340, 1.6918, 3.3541)
F (-0.1647, 2.3681, 2.3103)
F (-0.5892, 0.9170, 4.0384)
Br (1.1037, 3.0749, 4.6109)
O (-1.4175, -2.0018, -1.2706)
C (-1.9622, -0.6835, -1.4928)
C (-1.0609, 0.2956, -2.3289)
O (-1.7910, 1.2630, -3.0710)
C (-0.9333, 1.9722, -4.0059)
C (-0.8562, 3.5361, -3.6610)
H (2.9008, -3.7880, 3.1010)
H (-1.2343, -3.1110, 1.7945)
H (-0.6552, -4.5885, 0.7915)
H (1.2491, -1.1245, -1.6777)
H (0.7565, -3.6028, -1.3755)
H (2.0610, -2.3454, 0.3586)
H (-0.3030, -0.7303, 1.9757)
H (-0.5238, 0.5132, 0.5817)
H (1.6212, 1.2267, 0.6743)
H (2.3977, -0.3448, 1.0962)
H (-2.3045, -0.2703, -0.4968)
H (-2.9185, -0.8234, -2.0914)
H (-0.3545, 0.8349, -1.6098)
H (-0.3709, -0.2767, -3.0287)
H (-1.3889, 1.8299, -5.0213)
H (0.1232, 1.5784, -4.0072)
H (-1.0243, 4.1703, -4.5800)
H (-1.6050, 3.8276, -2.8763)
H (0.1893, 3.7232, -3.2927)
Pt (-2.3153, 1.9203, 3.6425)

Forces on the atoms, in the same order (eV/Å):
0.916 1.116 -0.859
-1.463 0.985 -1.923
1.402 -2.892 2.839
-4.350 1.451 -0.894
1.326 1.264 1.883
-0.832 0.150 -0.808
0.809 -0.173 -0.231
-0.752 1.244 -1.067
-0.149 -1.154 -0.801
0.862 1.172 0.539
1.122 -1.460 1.157
2.843 0.217 -1.086
-1.758 -0.768 -0.067
3.351 1.156 1.351
-2.333 0.562 -1.123
1.327 0.118 0.429
0.789 -0.704 0.317
-0.223 1.260 -0.350
0.368 -0.632 -0.217
-1.622 -0.632 0.027
0.821 -0.089 -1.117
-0.025 1.103 0.147
0.426 -0.207 0.632
0.307 -0.706 0.889
0.756 -0.254 -0.627
-0.077 0.046 -1.353
0.079 -1.159 0.215
0.112 -0.954 0.964
-0.681 0.562 0.544
0.571 -0.224 -1.070
1.092 0.112 0.626
-0.607 -0.506 -0.689
-0.949 0.211 0.783
0.489 0.038 0.919
-1.188 0.092 0.019
0.169 -0.762 1.010
0.718 -0.395 -0.783
-1.114 0.173 -0.199
-2.533 0.638 -0.026

***

No. 3
ORCA calculation (the ωB97M-V functional and the def2-TZVPD basis) on a cluster of 3 separate species, C32H42ClNO7S in total.

Calculated values
SMILES = O=C(Cc1cc(Cl)c2c(c1)Sc1ccccc1N2)c1ccccc1.COCCOCCOC.COCCOCCOC
Kohn-Sham gap = 8.3 eV
LUMO = 0.488 eV

Element x y z (Å)
O (5.4455, -3.4278, -1.5967)
C (4.2667, -3.2373, -1.7893)
C (3.2777, -4.4005, -1.8132)
C (1.8827, -4.0076, -2.2129)
C (1.5024, -4.0116, -3.5531)
C (0.2994, -3.4404, -3.9393)
Cl (-0.1196, -3.4210, -5.6252)
C (-0.5593, -2.8426, -3.0217)
C (-0.1840, -2.8746, -1.6765)
C (1.0151, -3.4521, -1.2831)
S (-1.2556, -2.1817, -0.4618)
C (-1.8987, -0.8456, -1.4187)
C (-2.2406, 0.3548, -0.8022)
C (-2.8295, 1.3761, -1.5386)
C (-3.0545, 1.2034, -2.8985)
C (-2.6878, 0.0172, -3.5217)
C (-2.1112, -1.0163, -2.7872)
N (-1.7607, -2.2326, -3.4204)
C (3.6931, -1.8648, -1.9996)
C (3.5480, -1.3570, -3.2900)
C (2.8490, -0.1703, -3.4918)
C (2.2824, 0.4995, -2.4117)
C (2.4640, 0.0163, -1.1222)
C (3.1700, -1.1645, -0.9145)
H (3.6826, -5.1552, -2.4887)
H (3.2862, -4.8123, -0.8003)
H (2.1660, -4.4253, -4.3036)
H (1.3019, -3.4159, -0.2373)
H (-2.0484, 0.4750, 0.2568)
H (-3.1045, 2.3015, -1.0497)
H (-3.5043, 2.0012, -3.4743)
H (-2.8558, -0.1012, -4.5858)
H (-1.7703, -2.1188, -4.4265)
H (3.9453, -1.9050, -4.1359)
H (2.7180, 0.2025, -4.5002)
H (1.6930, 1.3885, -2.5902)
H (2.0311, 0.5386, -0.2776)
H (3.2733, -1.5580, 0.0906)
C (1.6183, -0.2787, 3.0751)
O (0.9116, -1.2420, 3.8195)
C (0.3901, -2.2795, 3.0085)
C (0.1611, -3.5405, 3.8054)
O (1.3476, -4.2599, 4.0919)
C (2.1278, -3.8089, 5.1854)
C (1.5991, -4.2349, 6.5345)
O (0.5040, -3.4290, 6.9272)
C (-0.2627, -4.0214, 7.9488)
H (0.9708, 0.2231, 2.3451)
H (1.9994, 0.4615, 3.7757)
H (2.4636, -0.7309, 2.5415)
H (1.0822, -2.4994, 2.1849)
H (-0.5643, -1.9558, 2.5725)
H (-0.4331, -4.2129, 3.1821)
H (-0.4061, -3.3233, 4.7134)
H (2.2676, -2.7258, 5.1566)
H (3.1009, -4.2858, 5.0509)
H (2.4070, -4.1440, 7.2745)
H (1.2970, -5.2885, 6.4840)
H (-0.6663, -4.9902, 7.6320)
H (-1.0893, -3.3486, 8.1679)
H (0.3266, -4.1679, 8.8619)
C (-0.5914, 2.5992, -1.6868)
O (-1.5671, 3.5741, -1.4029)
C (-1.8191, 3.7030, -0.0161)
C (-2.4243, 5.0492, 0.3036)
O (-1.4922, 6.1148, 0.2887)
C (-1.1514, 6.6577, -0.9749)
C (-2.1804, 7.6128, -1.5315)
O (-3.2798, 6.9107, -2.0814)
C (-4.4161, 7.7272, -2.2387)
H (-0.9207, 1.6007, -1.3746)
H (-0.4367, 2.5953, -2.7648)
H (0.3590, 2.8338, -1.1905)
H (-0.8879, 3.5859, 0.5520)
H (-2.5179, 2.9178, 0.3064)
H (-2.7872, 5.0054, 1.3329)
H (-3.2739, 5.2519, -0.3527)
H (-0.9298, 5.8719, -1.7007)
H (-0.2384, 7.2295, -0.7967)
H (-1.7072, 8.2249, -2.3124)
H (-2.5191, 8.2811, -0.7300)
H (-4.7414, 8.1450, -1.2788)
H (-5.2123, 7.1042, -2.6412)
H (-4.2262, 8.5529, -2.9348)

Forces on the atoms, in the same order (eV/Å):
-0.399 -0.019 -0.076
0.594 0.214 0.012
-0.253 -0.119 0.021
-0.112 0.052 -0.297
-0.012 -0.029 0.255
0.212 -0.059 0.079
-0.007 -0.008 -0.102
-0.057 -0.028 0.135
0.134 -0.114 -0.022
-0.080 0.093 -0.079
-0.082 -0.025 0.001
-0.076 0.198 0.050
-0.893 -0.741 -0.176
-1.852 -0.996 -0.065
-0.082 -0.182 0.339
0.111 0.102 0.145
-0.052 0.068 -0.031
0.371 0.290 -0.032
-0.133 0.213 -0.009
-0.140 0.113 0.243
0.013 -0.227 0.129
0.117 -0.087 -0.132
0.054 -0.131 -0.058
-0.062 0.121 -0.184
0.080 -0.054 0.095
0.043 -0.109 -0.045
-0.083 0.028 -0.020
-0.062 -0.001 -0.019
0.013 0.019 0.037
-0.315 -0.742 -0.572
0.011 0.002 -0.011
0.033 -0.086 -0.010
-0.217 -0.183 0.017
0.022 0.013 0.006
-0.001 0.042 0.042
0.053 0.057 0.063
0.012 0.010 -0.011
0.039 -0.014 -0.021
-0.082 0.046 0.036
0.194 -0.140 0.012
-0.073 0.129 -0.009
-0.106 -0.024 0.001
0.018 -0.035 -0.036
0.102 0.038 0.013
-0.011 0.021 0.090
-0.066 -0.076 -0.149
0.024 0.055 0.049
-0.009 -0.006 -0.022
-0.009 0.010 -0.006
-0.007 0.000 -0.015
0.015 -0.003 -0.018
0.027 -0.017 -0.070
-0.040 0.009 0.024
0.056 0.049 0.013
-0.063 0.004 0.025
0.018 0.035 0.003
-0.004 -0.050 0.021
-0.004 -0.013 -0.008
0.017 -0.005 0.007
0.006 0.006 0.010
0.006 -0.015 -0.005
1.102 0.114 -0.010
0.376 0.622 0.238
0.338 0.288 0.109
-0.091 0.012 0.054
-0.001 -0.011 0.041
0.095 0.014 -0.071
-0.034 0.039 -0.068
-0.008 -0.067 0.173
-0.003 0.002 -0.078
1.162 0.865 -0.292
-0.028 0.005 -0.028
0.021 0.196 -0.009
-0.003 -0.008 -0.013
0.175 0.197 0.365
-0.045 -0.002 -0.017
0.032 -0.008 -0.055
-0.061 -0.007 -0.004
0.016 -0.023 -0.028
-0.016 0.046 0.020
-0.003 0.003 0.013
0.013 0.011 -0.008
0.001 0.004 -0.012
0.007 0.008 0.013

***

No. 4
ORCA calculation (the ωB97M-V functional and the def2-TZVPD basis) on a cluster of 8 separate species, C32H88N8O8 in total.

Calculated values
SMILES = COC[C@H](C)N.COC[C@H](C)N.COC[C@H](C)N.COC[C@H](C)N.COC[C@H](C)N.COC[C@H](C)N.COC[C@H](C)N.COC[C@H](C)N
Kohn-Sham gap = 9.3 eV
LUMO = 0.506 eV

Element x y z (Å)
C (1.2556, 0.3467, -4.5791)
C (0.6744, 1.5847, -5.2980)
C (-0.5453, 2.3106, -4.6654)
O (-1.7559, 1.5376, -4.6522)
C (-2.7411, 2.1523, -3.9071)
N (1.8180, 2.4673, -5.3161)
H (1.9395, -0.2154, -5.2149)
H (0.4981, -0.2412, -4.0606)
H (1.7615, 0.5939, -3.6458)
H (0.5881, 1.4013, -6.3690)
H (-0.7486, 3.2422, -5.1935)
H (-0.2998, 2.6762, -3.6684)
H (-2.6596, 2.0240, -2.8277)
H (-3.6553, 1.6550, -4.2311)
H (-2.8956, 3.1942, -4.1876)
H (1.4900, 3.3629, -5.6486)
H (1.9637, 2.7039, -4.3451)
C (-0.7638, 1.3844, -0.3692)
C (0.0672, 0.2337, -0.9214)
C (1.0548, -0.4138, 0.1234)
O (1.9655, 0.5251, 0.5816)
C (2.8202, 1.2073, -0.3774)
N (-0.9021, -0.7469, -1.4159)
H (-1.1522, 1.0950, 0.6072)
H (-1.6013, 1.7080, -0.9873)
H (-0.2095, 2.2865, -0.1100)
H (0.5637, 0.6872, -1.7792)
H (1.5429, -1.3499, -0.1480)
H (0.4188, -0.8043, 0.9178)
H (3.2608, 0.4556, -1.0323)
H (3.6206, 1.7619, 0.1122)
H (2.2033, 1.8048, -1.0486)
H (-1.4175, -0.3003, -2.1609)
H (-1.4329, -1.1498, -0.6569)
C (4.9889, 1.2565, -3.5265)
C (4.8387, 2.7746, -3.8957)
C (4.0944, 3.6486, -2.8012)
O (2.7398, 3.3524, -2.7687)
C (1.8675, 4.2110, -2.0796)
N (6.2033, 3.2567, -4.1970)
H (5.6966, 0.8260, -4.2350)
H (3.9938, 0.8327, -3.6620)
H (5.3384, 1.1670, -2.4979)
H (4.3378, 3.0015, -4.8367)
H (4.2954, 4.7055, -2.9766)
H (4.5226, 3.4634, -1.8161)
H (2.3109, 4.4920, -1.1243)
H (0.8807, 3.7871, -1.8939)
H (1.6998, 5.1128, -2.6686)
H (6.0739, 4.0754, -4.7742)
H (6.5270, 2.6011, -4.8938)
C (-0.5488, -4.7633, -0.7652)
C (-1.5298, -5.3516, -1.8281)
C (-2.9342, -4.7663, -1.7654)
O (-3.6910, -5.2025, -0.6321)
C (-4.2807, -6.5459, -0.6757)
N (-1.0454, -4.9178, -3.1357)
H (0.4712, -5.1286, -0.8851)
H (-0.8792, -5.0217, 0.2409)
H (-0.4568, -3.6773, -0.7570)
H (-1.5906, -6.4398, -1.8089)
H (-3.5623, -5.0621, -2.6057)
H (-2.8617, -3.6894, -1.9177)
H (-4.9301, -6.4777, -1.5485)
H (-4.9875, -6.7985, 0.1148)
H (-3.5504, -7.3330, -0.8634)
H (-0.0987, -5.2699, -3.1402)
H (-1.0306, -3.9201, -2.9791)
C (5.6169, 3.3510, 1.6212)
C (5.8681, 2.4696, 2.8822)
C (4.7058, 1.4942, 3.1912)
O (3.8542, 2.1526, 4.0727)
C (2.6269, 1.3904, 4.1085)
N (7.1875, 1.7413, 2.6932)
H (5.6756, 2.7558, 0.7100)
H (6.3715, 4.1180, 1.4468)
H (4.6945, 3.9307, 1.6556)
H (6.0312, 3.0868, 3.7657)
H (5.1094, 0.5747, 3.6152)
H (4.2188, 1.2386, 2.2502)
H (1.9430, 1.8199, 4.8405)
H (2.8361, 0.3594, 4.3936)
H (2.1228, 1.3085, 3.1455)
H (7.9283, 2.3885, 2.4643)
H (7.0869, 1.2073, 1.8419)
C (0.9492, -3.3380, 3.2228)
C (0.6898, -3.3217, 4.7164)
C (1.3102, -4.5573, 5.5503)
O (0.6959, -4.5364, 6.8718)
C (1.4506, -3.8569, 7.9237)
N (1.3034, -2.0859, 5.2328)
H (0.6932, -4.2889, 2.7555)
H (1.9864, -3.0440, 3.0621)
H (0.2485, -2.6337, 2.7743)
H (-0.3803, -3.2135, 4.8933)
H (2.3775, -4.7271, 5.4084)
H (0.8990, -5.4935, 5.1726)
H (1.1187, -3.9998, 8.9521)
H (1.4902, -2.7836, 7.7380)
H (2.4684, -4.2332, 7.8206)
H (0.9206, -1.7441, 6.1027)
H (1.1384, -1.2759, 4.6524)
C (-3.5418, 3.6655, 1.0952)
C (-4.4485, 2.6853, 1.8402)
C (-3.8305, 1.8528, 3.0526)
O (-2.6182, 1.3649, 2.5830)
C (-2.1436, 0.2337, 3.4272)
N (-5.7059, 3.2529, 2.3093)
H (-2.5772, 3.1864, 0.9277)
H (-3.3335, 4.5909, 1.6322)
H (-3.9336, 4.0579, 0.1567)
H (-4.7006, 1.9738, 1.0539)
H (-4.5069, 1.0551, 3.3595)
H (-3.7636, 2.5155, 3.9154)
H (-1.9711, 0.6973, 4.3985)
H (-1.2784, -0.2845, 3.0139)
H (-2.8879, -0.5454, 3.5920)
H (-6.0440, 3.6928, 1.4653)
H (-6.4671, 2.6009, 2.4340)
C (-5.8578, 0.5499, -2.1606)
C (-4.6171, -0.2294, -1.8354)
C (-4.7388, -0.7120, -0.4321)
O (-3.4589, -1.1715, 0.0640)
C (-3.5117, -2.0975, 1.1144)
N (-4.4301, -1.3197, -2.7435)
H (-5.9031, 1.4866, -1.6050)
H (-6.8464, 0.0957, -2.0942)
H (-5.8984, 0.7930, -3.2223)
H (-3.7139, 0.3778, -1.8948)
H (-5.5187, -1.4719, -0.3830)
H (-5.0271, 0.1269, 0.2013)
H (-2.5113, -2.1894, 1.5373)
H (-3.9603, -3.0526, 0.8413)
H (-4.1945, -1.6782, 1.8533)
H (-5.2612, -1.8758, -2.6018)
H (-3.6644, -1.8607, -2.3681)

Forces on the atoms, in the same order (eV/Å):
-1.393 -0.031 0.956
0.691 -0.468 0.049
-0.154 -0.869 -0.421
1.970 -0.005 -0.125
-1.612 -0.250 -0.535
-0.053 1.422 0.469
-0.309 -0.069 0.090
-0.483 -0.764 -0.994
0.726 0.858 -0.261
-1.145 -0.597 0.097
0.054 0.134 -0.573
0.213 -0.426 0.561
0.348 0.208 0.134
-0.238 -0.080 0.315
0.299 0.382 0.199
0.115 0.459 -0.752
0.772 -0.101 0.315
0.553 0.587 1.843
-0.726 -0.178 -0.191
-1.173 0.544 -1.489
1.223 1.219 1.165
-1.338 -1.552 -0.367
1.861 -0.705 -0.442
-0.485 -0.156 0.004
0.124 -0.371 -0.249
0.444 0.167 -0.241
0.539 -0.635 -0.176
0.264 0.053 -1.129
-0.063 0.677 0.742
0.353 -0.168 -0.046
-0.458 -0.010 0.263
0.233 0.432 0.293
-0.627 -0.398 0.265
-0.629 0.446 -0.360
-1.122 1.828 -0.655
0.018 0.220 0.428
1.750 -0.384 -0.165
-1.173 -1.050 -0.480
0.604 0.859 0.151
0.006 0.448 0.457
-0.110 -0.274 0.186
0.200 -0.467 0.202
0.042 -0.115 -0.093
-1.015 -0.997 0.209
-0.166 0.296 -0.402
0.269 -0.231 0.297
-0.083 0.103 0.230
0.257 -0.573 -0.149
0.061 0.299 -0.023
0.221 0.628 0.157
0.454 -0.311 0.068
-0.837 -0.753 0.718
0.227 1.059 0.093
-0.996 -1.822 0.072
-0.069 0.023 1.857
0.109 1.582 -2.101
-0.231 -0.660 0.106
-0.057 -0.310 -0.160
0.041 -0.167 0.188
-0.396 0.172 -0.526
0.182 -0.039 0.233
0.514 -0.364 -0.682
-0.213 0.298 1.103
-0.102 -0.524 -0.400
0.722 0.616 0.620
0.111 0.045 0.334
0.393 0.452 -0.609
0.645 0.479 -0.776
-0.029 0.197 0.490
1.485 0.056 -0.921
1.865 0.800 -0.686
-1.816 -0.690 -0.123
0.225 0.139 0.473
-1.356 -0.133 0.192
-0.369 -0.295 -0.001
0.393 -0.055 0.472
-0.361 -0.339 0.023
-0.291 0.102 -0.015
0.049 -0.158 0.222
-0.344 -0.092 -0.113
0.199 0.175 -0.021
0.183 -0.157 0.284
0.135 0.433 -0.315
-0.018 0.406 0.191
0.044 -0.419 -0.182
-0.374 -0.282 0.272
1.108 -0.156 1.119
-2.939 0.625 -0.554
1.118 0.479 0.826
0.689 -0.147 -1.647
0.516 0.652 0.259
0.332 -0.171 0.091
-0.060 -0.099 -0.386
0.284 0.350 -0.197
-0.203 -0.949 0.135
0.349 0.849 0.804
-0.297 0.073 -0.436
-0.605 -0.560 -0.420
-0.050 0.043 0.048
0.222 0.119 0.404
-0.158 -0.627 0.384
0.035 -0.157 -0.758
0.458 0.598 1.032
-0.276 -1.795 0.575
-0.637 1.630 -1.768
1.246 -2.554 0.872
-0.754 1.578 -0.184
-0.293 1.343 -0.690
-0.100 -0.045 -0.195
0.006 -0.063 0.566
-0.355 -0.609 -0.205
0.282 -0.653 0.022
-0.282 -0.229 -0.288
0.426 0.227 0.210
0.561 -0.333 0.177
0.167 0.670 -0.193
-0.489 0.175 -0.332
-0.295 0.942 -0.017
0.381 -0.836 0.475
-0.570 1.205 -1.193
0.081 0.137 0.390
0.959 0.189 1.555
-0.412 -0.056 -1.352
-1.006 0.496 0.403
-0.112 -0.395 -0.511
0.015 0.030 0.048
0.194 -0.774 0.822
0.559 0.320 -0.156
-0.168 0.437 0.025
0.031 -0.369 0.152
-0.237 0.028 0.294
-0.073 -0.195 -0.080
0.388 -0.280 -0.333
0.102 -0.013 0.654
-0.133 -0.645 -0.427
0.225 -0.296 -0.163

***

Number 1: DFT total energy -627.1775 hartree, highest occupied orbital energy -8.6332 eV, maximum force 3.7 eV/Å. Number 2: DFT total energy -6203.9901 hartree, highest occupied orbital energy -10.8621 eV, maximum force 4.7 eV/Å. Number 3: DFT total energy -2684.2429 hartree, highest occupied orbital energy -7.8399 eV, maximum force 2.1 eV/Å. Number 4: DFT total energy -2311.6714 hartree, highest occupied orbital energy -8.8144 eV, maximum force 3.1 eV/Å.